Entry 1:
C21H26CrI2N4O8SSi | ωB97M-V/def2-TZVPD

Each line ends with the Mulliken charge.
Element x y z (Å)
H (-4.054, -0.676, 0.376)  0.43
H (-4.791, 3.168, 0.949)  0.40
C (0.798, 5.461, -0.216)  -1.01
O (2.896, -8.395, -1.017)  -0.61
I (3.868, -0.072, 1.141)  0.23
C (0.702, -4.705, 1.361)  -0.57
N (0.689, 0.591, -0.941)  -0.10
N (-3.462, 0.141, 0.504)  0.03
H (-0.041, 5.190, 0.426)  0.30
Si (0.677, 4.702, -1.913)  0.14
H (-3.298, 1.950, -0.556)  0.20
C (2.166, 5.157, -2.942)  -1.07
C (-1.688, 0.144, 2.241)  0.18
Cr (0.942, -0.022, 0.961)  -0.07
H (-1.776, 4.985, -2.161)  0.29
C (3.622, -0.062, 3.253)  -0.90
I (1.545, -0.011, 3.695)  0.33
C (0.409, 0.778, -3.267)  -1.28
C (-4.638, 2.109, 1.148)  -0.61
H (0.132, -4.081, 2.032)  0.68
H (-3.899, 2.007, 3.220)  0.39
H (0.340, 2.771, -4.023)  0.35
C (1.398, -6.927, 0.675)  -0.34
H (-5.595, 1.681, 1.452)  0.31
H (-2.693, 2.487, 2.026)  0.28
H (0.581, -1.071, -2.155)  0.63
C (0.550, 0.008, -2.137)  -0.56
N (2.924, -7.203, -1.235)  1.07
C (2.195, -4.964, -0.511)  -0.56
H (-2.537, -0.054, 0.088)  0.04
C (-4.096, 1.388, -0.074)  -0.47
H (1.718, 5.188, 0.299)  0.34
C (0.728, 1.933, -0.801)  1.24
S (0.969, 2.341, 0.888)  -0.54
H (2.791, -4.535, -1.303)  0.64
C (2.144, -6.331, -0.325)  -0.14
C (-3.176, 0.384, 1.973)  0.02
C (1.466, -4.148, 0.345)  0.39
H (2.244, 6.241, -3.048)  0.35
H (-4.835, 1.100, -0.817)  0.38
C (1.522, -2.658, 0.156)  0.67
H (4.106, 0.816, 3.661)  0.47
O (-1.306, 0.140, 3.393)  -0.62
C (-0.899, 5.269, -2.748)  -1.04
O (-0.089, -7.871, 2.724)  -0.60
H (-3.784, -0.300, 2.561)  0.46
O (0.832, -1.976, 1.020)  -0.56
O (2.168, -2.160, -0.758)  -0.61
C (0.604, 2.796, -1.897)  0.38
C (0.439, 2.166, -3.127)  -0.24
H (0.298, 0.310, -4.234)  0.42
C (-3.563, 1.849, 2.199)  -0.70
O (3.544, -6.659, -2.124)  -0.61
O (-0.811, -5.906, 3.245)  -0.63
H (-1.015, 4.847, -3.748)  0.35
H (0.790, 6.547, -0.337)  0.35
H (4.049, -0.978, 3.640)  0.44
C (0.682, -6.080, 1.498)  -0.23
H (2.115, 4.732, -3.947)  0.35
H (3.087, 4.801, -2.476)  0.33
O (-1.004, -0.019, 1.160)  -0.21
H (-0.909, 6.356, -2.849)  0.36
N (-0.146, -6.671, 2.574)  1.08
H (1.376, -7.998, 0.803)  0.62

Properties
2S+1	4
expectation value of S²	3.7963
Kohn-Sham gap (alpha / beta)	7.482 / 7.870	eV
net charge	+1
E_HOMO (alpha / beta)	-0.404 / -0.408	hartree

***

Entry 2:
C6H10S | ωB97M-V/def2-TZVPD

Each line ends with the Mulliken charge.
Element x y z (Å)
H (-2.216, -3.118, 1.062)  0.26
C (-1.384, -1.530, -0.058)  -0.33
S (-1.206, 1.576, -0.767)  -0.26
C (0.544, 1.224, -0.566)  0.36
C (1.193, 0.923, 1.863)  -0.83
C (1.242, 1.141, -1.863)  -1.42
H (-1.623, 1.115, 0.484)  0.16
H (-0.563, -2.964, 1.277)  0.25
H (1.933, 2.010, -1.997)  0.35
H (0.719, 1.234, -2.708)  0.48
C (-1.413, -2.492, 0.817)  -0.64
H (1.904, 0.296, -1.991)  0.29
H (0.965, 0.040, 2.425)  0.30
H (-0.494, -1.057, -0.412)  0.24
C (0.991, 1.118, 0.624)  0.35
H (-2.305, -1.260, -0.563)  0.23
H (1.712, 1.745, 2.371)  0.22

Properties
Kohn-Sham gap	9.270	eV
SMILES	C=C=C(C)S.C=C
net charge	0
E_HOMO	-0.311	hartree

***

The records above give, respectively, energy above the lowest of the compared OMol25 structures with the same formula, charge and spin values of 10.4 89.0 kcal/mol.
The records above give, respectively, energy values of -3964.0786 -632.6677 hartree.